[1]
# C30H27N6O4S4Ti

A structure of composition C30H27N6O4S4Ti (ωB97M-V/def2-TZVPD, the OMol25 dataset).

The energy relative to the best compared isomer or geometry (same formula, charge and spin) comes out at 1.6876 eV. As for the orbital gap (spin up / spin down): 5.89 / 5.89 eV. The LUMO energy (spin up / spin down) comes out at 1.97 / 1.97 eV. Its charge is -1.

Atoms and positions in Å:
1 Ti -0.24 0.10 0.33
2 O -3.00 4.73 0.94
3 C -2.51 4.50 2.17
4 C -2.93 5.33 3.21
5 C -2.47 5.13 4.49
6 C -1.56 4.11 4.78
7 C -1.14 3.29 3.75
8 C -1.60 3.46 2.44
9 C -1.19 2.50 1.41
10 O -0.51 1.45 1.73
11 N -1.66 2.62 0.19
12 N -1.39 1.45 -0.48
13 C -2.04 1.18 -1.63
14 C -2.10 -0.18 -1.86
15 C -2.72 -0.82 -2.99
16 C -2.89 -2.16 -2.98
17 C -2.50 -2.91 -1.83
18 C -1.86 -2.27 -0.82
19 N -1.57 -0.93 -0.83
20 H -2.65 4.01 0.35
21 H -3.63 6.12 2.97
22 H -2.81 5.78 5.29
23 H -1.19 3.96 5.78
24 H -0.42 2.50 3.92
25 H -2.53 1.95 -2.22
26 H -3.04 -0.20 -3.82
27 H -3.33 -2.67 -3.83
28 H -2.66 -3.97 -1.78
29 H -1.53 -2.79 0.07
30 C -1.03 -0.99 4.39
31 C -0.24 -1.05 3.12
32 O -0.81 -1.15 2.02
33 N 1.11 -1.07 3.22
34 C 1.96 -0.98 2.03
35 C 1.98 -2.25 1.25
36 C 2.85 -3.28 1.52
37 C 2.74 -4.45 0.77
38 C 1.76 -4.54 -0.19
39 C 0.93 -3.44 -0.40
40 N 1.04 -2.31 0.29
41 H -2.07 -0.78 4.14
42 H -0.65 -0.22 5.05
43 H -0.97 -1.95 4.91
44 H 1.50 -0.70 4.07
45 H 2.95 -0.63 2.31
46 H 1.58 -0.21 1.37
47 H 3.60 -3.17 2.29
48 H 3.42 -5.28 0.94
49 H 1.62 -5.41 -0.82
50 H 0.18 -3.48 -1.17
51 S 2.57 2.18 1.92
52 C 2.49 1.82 0.26
53 N 1.54 1.25 -0.48
54 C 1.87 1.27 -1.84
55 C 1.03 0.87 -2.88
56 C 1.48 0.97 -4.18
57 C 2.75 1.45 -4.47
58 C 3.59 1.87 -3.45
59 C 3.13 1.78 -2.14
60 S 3.89 2.30 -0.67
61 H 0.04 0.48 -2.68
62 H 0.83 0.63 -4.98
63 H 3.09 1.51 -5.50
64 H 4.57 2.26 -3.67
65 C 3.60 -3.54 -3.82
66 O 2.50 -4.44 -3.71
67 C 1.25 -3.95 -3.49
68 S 0.09 -5.17 -3.32
69 S 1.03 -2.29 -3.30
70 H 4.45 -4.17 -4.07
71 H 3.77 -3.02 -2.87
72 H 3.42 -2.79 -4.59

Atomic partial charges in e from the Löwdin method, atoms 1 to 8: 1.089 0.052 -0.272 -0.023 -0.099 -0.102 -0.028 -0.070

=====

[2]
# C30H27N7PtS

A structure of composition C30H27N7PtS (ωB97M-V/def2-TZVPD, the OMol25 dataset).

The energy relative to the best compared isomer or geometry (same formula, charge and spin) comes out at 0.0197 eV. As for the orbital gap: 5.06 eV. The LUMO energy comes out at -14.06 eV. Its charge is +4.

Atoms and positions in Å:
1 Pt 0.83 -0.64 0.73
2 C 1.80 -2.91 -1.10
3 N 1.36 -1.61 -1.60
4 C 2.38 -0.71 -2.09
5 C 3.19 -0.04 -0.99
6 C 4.46 0.43 -1.26
7 C 5.17 1.09 -0.27
8 C 4.58 1.26 0.98
9 C 3.32 0.76 1.19
10 N 2.63 0.12 0.22
11 C 0.03 -1.44 -2.11
12 C -0.85 -0.34 -1.50
13 C -2.23 -0.40 -2.01
14 C -3.35 -0.27 -1.29
15 C -3.52 0.22 0.12
16 C -2.32 0.89 0.85
17 N -0.42 0.46 -0.58
18 C 2.30 -3.05 0.35
19 C 3.13 -4.12 0.63
20 C 3.55 -4.37 1.93
21 C 3.14 -3.52 2.95
22 C 2.32 -2.46 2.62
23 N 1.90 -2.24 1.36
24 H 2.62 -3.27 -1.73
25 H 0.99 -3.63 -1.24
26 H 1.91 0.08 -2.68
27 H 3.07 -1.23 -2.76
28 H 4.89 0.28 -2.24
29 H 6.17 1.47 -0.46
30 H 5.10 1.76 1.79
31 H 2.83 0.84 2.15
32 H -0.53 -2.37 -2.03
33 H 0.03 -1.20 -3.18
34 H -2.34 -0.77 -3.03
35 H -4.29 -0.52 -1.78
36 H -4.46 0.76 0.21
37 H -2.69 1.56 1.62
38 H 3.46 -4.76 -0.18
39 H 4.21 -5.20 2.14
40 H 3.45 -3.66 3.97
41 H 1.98 -1.75 3.37
42 N -1.73 2.44 -1.03
43 C -2.16 3.71 -0.80
44 C -2.91 4.42 -1.74
45 C -3.29 5.72 -1.47
46 C -2.94 6.38 -0.27
47 C -2.18 5.74 0.65
48 C -1.77 4.40 0.39
49 S -0.54 3.73 1.29
50 N -0.33 2.27 0.89
51 C -1.22 1.55 -0.01
52 C -2.11 -0.50 1.38
53 C -3.51 -0.93 1.34
54 C -3.74 -2.37 1.26
55 C -2.65 -3.20 1.34
56 C -1.37 -2.64 1.44
57 N -1.08 -1.31 1.34
58 H -1.86 2.07 -1.96
59 H -3.20 3.95 -2.67
60 H -3.89 6.25 -2.20
61 H -3.27 7.40 -0.10
62 H -1.86 6.23 1.57
63 H -4.17 -0.47 2.07
64 H -4.75 -2.76 1.25
65 H -2.76 -4.27 1.38
66 H -0.51 -3.29 1.56

Atomic partial charges in e from the natural (NBO) method, atoms 1 to 8: 0.917 -0.258 -0.480 -0.260 0.221 -0.215 -0.077 -0.219